DFT (ωB97M-V/def2-TZVPD) results for a 2-piece molecular cluster, CH5O3 overall.

```
9
Properties=species:S:1:pos:R:3:mulliken_spin:R:1
O 0.900 1.390 -1.575 0.04
H 0.589 2.288 -1.839 0.01
H 0.886 0.825 -2.337 0.00
H 0.719 0.782 -0.635 0.06
O -0.143 -0.079 0.102 0.15
C -0.422 -1.028 0.900 0.68
O -0.377 -0.942 2.186 0.02
H -0.950 -1.995 0.607 0.01
H -1.204 -1.241 2.590 0.03
```

The value obtained for the gap between HOMO and LUMO (alpha / beta) is 0.1311 / 0.3289 hartree. Its multiplicity is 2. Its expectation value of S² is 0.75.


DFT (ωB97M-V/def2-TZVPD) results for a 8-piece molecular cluster, C32H56N8 overall.

```
96
Properties=species:S:1:pos:R:3:mulliken_charge:R:1
C 2.420 -0.518 -4.915 -1.54
C 2.174 -1.391 -3.654 -0.32
C 2.491 -0.649 -2.291 1.32
C 3.881 -0.205 -2.265 -0.03
N 4.976 0.179 -2.212 -0.63
H 1.932 -0.948 -5.790 0.42
H 3.474 -0.552 -5.192 0.46
H 2.232 0.547 -4.777 0.33
H 2.700 -2.341 -3.752 0.43
H 1.121 -1.631 -3.504 0.20
H 2.311 -1.229 -1.386 -0.65
H 1.921 0.278 -2.234 -0.01
C -1.720 1.799 -7.017 -1.23
C -1.302 1.567 -5.545 -0.30
C -2.025 0.284 -4.984 0.22
C -1.457 -0.962 -5.428 0.35
N -1.040 -1.974 -5.860 -0.54
H -1.305 1.051 -7.693 0.33
H -1.411 2.818 -7.251 0.36
H -2.800 1.743 -7.152 0.32
H -1.644 2.417 -4.954 0.37
H -0.220 1.467 -5.461 0.13
H -3.100 0.238 -5.161 0.41
H -1.940 0.302 -3.897 -0.33
C 1.961 -4.158 -0.939 -0.69
C 1.300 -5.042 0.175 -1.12
C 0.004 -4.492 0.699 0.61
C -0.992 -4.318 -0.342 0.31
N -1.845 -4.155 -1.108 -0.61
H 2.870 -4.626 -1.317 0.44
H 2.247 -3.190 -0.528 -0.19
H 1.314 -4.045 -1.809 0.37
H 1.936 -5.135 1.055 0.46
H 1.071 -6.024 -0.240 0.38
H 0.256 -3.574 1.229 -0.30
H -0.370 -5.130 1.501 0.36
C 1.017 6.705 -0.695 -1.34
C 1.059 5.257 -0.972 -0.52
C 0.865 4.312 0.196 -0.07
C 1.372 2.957 -0.041 0.02
N 1.761 1.891 -0.245 -0.26
H 1.899 7.149 -0.234 0.35
H 0.162 7.044 -0.109 0.33
H 0.913 7.203 -1.658 0.37
H 2.009 5.150 -1.495 0.35
H 0.371 4.913 -1.745 0.40
H -0.174 4.279 0.526 0.20
H 1.389 4.574 1.115 0.16
C 2.674 0.033 4.400 -1.45
C 2.497 0.436 2.919 0.33
C 3.170 -0.465 1.856 0.53
C 3.252 -1.911 2.044 0.12
N 3.301 -3.048 2.223 -0.56
H 2.382 0.886 5.013 0.35
H 3.696 -0.286 4.605 0.36
H 2.077 -0.860 4.583 0.35
H 2.843 1.460 2.782 0.38
H 1.453 0.377 2.609 -0.31
H 4.235 -0.241 1.786 0.42
H 2.787 -0.238 0.862 -0.52
C 0.736 3.393 4.069 -0.38
C -0.303 4.341 4.669 -0.75
C -1.316 4.805 3.671 -0.22
C -2.023 3.634 3.007 0.20
N -2.518 2.709 2.562 -0.41
H 1.068 3.828 3.126 -0.16
H 0.298 2.407 3.915 0.25
H 1.601 3.393 4.733 0.41
H 0.232 5.208 5.057 0.36
H -0.767 3.853 5.525 0.33
H -0.873 5.243 2.776 0.05
H -2.088 5.474 4.049 0.38
C -3.608 -3.667 4.453 -1.39
C -2.944 -4.390 3.261 0.08
C -3.963 -4.645 2.121 -0.44
C -4.378 -3.320 1.589 0.28
N -4.748 -2.308 1.213 -0.51
H -2.860 -3.533 5.234 0.37
H -4.375 -4.305 4.893 0.37
H -4.025 -2.701 4.168 0.35
H -2.498 -5.303 3.657 0.42
H -2.087 -3.803 2.933 -0.17
H -4.856 -5.172 2.458 0.37
H -3.591 -5.129 1.218 0.30
C -0.949 -0.782 -1.329 -0.69
C -2.247 -0.584 -0.483 -0.50
C -1.942 0.076 0.832 -0.10
C -1.066 -0.691 1.749 0.07
N -0.444 -1.301 2.497 -0.55
H -1.177 -1.022 -2.368 0.01
H -0.333 -1.543 -0.850 -0.01
H -0.318 0.107 -1.317 0.49
H -2.665 -1.576 -0.311 0.08
H -2.979 -0.010 -1.051 0.44
H -2.895 0.272 1.324 0.55
H -1.530 1.063 0.625 0.11
```

The value obtained for the gap between HOMO and LUMO is 0.4041 hartree. Its SMILES is CCCC#N.CCCC#N.CCCC#N.CCCC#N.CCCC#N.CCCC#N.CCCC#N.CCCC#N. Its multiplicity is 1.


DFT (ωB97M-V/def2-TZVPD) results for a 6-piece molecular cluster, C36H44NSSi overall.

```
83
Properties=species:S:1:pos:R:3:mulliken_charge:R:1
C -4.198 -2.122 -1.574 -0.68
Si -4.485 -3.282 -3.020 -0.02
C -3.718 -4.938 -2.615 -1.01
C -3.804 -2.582 -4.601 -0.74
C -6.393 -3.367 -3.205 -0.05
C -7.075 -3.945 -4.424 -0.65
S -8.865 -3.655 -4.035 0.00
C -8.494 -3.991 -2.414 -0.06
N -7.235 -3.919 -2.114 -0.01
H -4.382 -1.087 -1.859 0.39
H -4.914 -2.355 -0.779 0.39
H -3.195 -2.234 -1.171 -0.10
H -2.643 -4.787 -2.515 0.34
H -4.087 -5.330 -1.666 0.36
H -3.913 -5.676 -3.391 0.34
H -4.221 -3.095 -5.470 0.39
H -2.726 -2.730 -4.635 0.41
H -4.010 -1.519 -4.702 -0.09
H -6.684 -2.301 -3.195 0.27
H -7.000 -5.032 -4.454 0.37
H -6.744 -3.516 -5.362 0.46
H -9.232 -4.282 -1.679 0.40
H -6.875 -4.183 -1.210 0.26
C 1.207 -0.915 1.508 -0.05
C 0.860 -1.755 0.459 -0.83
C -0.422 -2.281 0.387 -0.32
C -1.360 -1.962 1.359 -0.39
C -1.014 -1.120 2.407 -0.55
C 0.270 -0.599 2.482 -0.31
H 2.206 -0.506 1.565 0.29
H 1.591 -1.999 -0.301 0.38
H -0.686 -2.946 -0.427 0.47
H -2.361 -2.375 1.307 0.41
H -1.744 -0.872 3.167 0.39
H 0.540 0.056 3.300 0.50
C 1.399 2.405 -1.428 -0.35
C 1.804 3.707 -1.167 -0.52
C 1.250 4.406 -0.104 -0.43
C 0.294 3.802 0.702 -0.53
C -0.108 2.499 0.444 -0.39
C 0.441 1.802 -0.623 -0.46
H 1.831 1.859 -2.258 0.51
H 2.554 4.176 -1.790 0.41
H 1.564 5.422 0.098 0.39
H -0.134 4.347 1.533 0.39
H -0.849 2.025 1.075 0.42
H 0.126 0.785 -0.823 0.57
C -0.923 2.453 -6.061 -0.48
C -0.530 2.467 -4.729 -0.31
C -1.225 1.718 -3.791 -0.28
C -2.310 0.949 -4.186 -0.26
C -2.698 0.928 -5.519 -0.45
C -2.009 1.684 -6.457 -0.48
H -0.383 3.041 -6.791 0.37
H 0.317 3.065 -4.419 0.43
H -0.924 1.733 -2.754 0.37
H -2.849 0.363 -3.450 0.43
H -3.542 0.327 -5.832 0.30
H -2.315 1.671 -7.495 0.37
C 4.301 -2.096 5.105 -0.58
C 3.664 -1.165 4.296 -0.06
C 4.412 -0.228 3.596 -0.26
C 5.796 -0.226 3.700 -0.51
C 6.432 -1.158 4.507 -0.41
C 5.684 -2.092 5.211 -0.38
H 3.718 -2.824 5.654 0.38
H 2.585 -1.169 4.213 0.20
H 3.918 0.508 2.972 0.48
H 6.378 0.505 3.154 0.42
H 7.511 -1.155 4.590 0.38
H 6.181 -2.816 5.844 0.38
C 6.765 3.765 4.425 -0.37
C 7.155 5.071 4.686 -0.43
C 6.592 5.764 5.749 -0.45
C 5.641 5.149 6.552 -0.31
C 5.253 3.842 6.291 -0.59
C 5.813 3.150 5.226 0.15
H 7.205 3.226 3.596 0.33
H 7.900 5.550 4.063 0.36
H 6.894 6.783 5.952 0.36
H 5.205 5.688 7.383 0.36
H 4.514 3.361 6.919 0.36
H 5.508 2.133 5.021 0.21
```

The value obtained for the gap between HOMO and LUMO is 0.2164 hartree. As for the total charge: +1. Its multiplicity is 1.


DFT (ωB97M-V/def2-TZVPD) results for an isolated ion of composition C2H5N3P and charge +1.

```
11
Properties=species:S:1:pos:R:3:mulliken_charge:R:1
C -0.859 -1.323 -0.589 -0.04
C -0.046 0.874 -0.031 0.12
N 0.744 -1.840 -1.043 -0.31
N -1.019 -0.080 -0.065 -0.11
N 1.231 0.636 -0.122 -0.25
P 2.011 -0.956 -0.493 0.14
H -1.606 -1.931 -1.143 0.35
H -0.407 1.989 0.088 0.32
H -2.008 0.182 0.102 0.30
H 1.951 1.283 -0.386 0.35
H 2.166 -1.407 0.755 0.11
```

The value obtained for the gap between HOMO and LUMO (alpha / beta) is 0.2886 / 0.2623 hartree. As for the total charge: +1. Its SMILES is C1=NP[NH+]=CN1. Its multiplicity is 1.


DFT (ωB97M-V/def2-TZVPD) results for one molecule with the formula C3H4N4.

```
11
Properties=species:S:1:pos:R:3:mulliken_charge:R:1
N -0.917 1.636 -0.803 -0.43
C -0.338 0.603 -0.098 0.39
C -0.217 -0.609 -0.717 -0.13
N 0.337 -1.666 -0.064 -0.46
C 0.903 -1.505 1.080 -0.04
N 1.182 -0.152 1.688 -0.26
N 0.640 0.865 1.161 -0.17
H -1.372 1.464 -1.700 0.20
H -1.229 2.471 -0.349 0.23
H -0.449 -0.794 -1.770 0.31
H 1.459 -2.313 1.570 0.36
```

The value obtained for the gap between HOMO and LUMO is 0.3309 hartree. Its SMILES is Nc1cncnn1. Its multiplicity is 1.


DFT (ωB97M-V/def2-TZVPD) results for C35H30AlBr2O16 as an isolated structure.

```
84
Properties=species:S:1:pos:R:3:mulliken_charge:R:1
C -3.608 2.772 -3.096 -1.25
C -3.499 1.294 -3.298 0.17
Br -3.660 0.838 -5.155 -0.24
C -3.286 0.331 -2.414 0.34
Br -3.098 0.924 -0.580 -0.27
Al -3.155 -1.667 -2.968 0.17
C -3.192 -2.955 -1.391 -1.45
C -1.889 -2.959 -0.664 0.25
C -0.806 -3.734 -1.088 -0.77
C 0.395 -3.677 -0.392 -0.61
C 0.562 -2.855 0.720 -0.23
C -0.508 -2.086 1.164 0.48
C -0.418 -1.163 2.341 -0.78
C -1.717 -2.163 0.469 -0.04
H -2.887 3.266 -3.744 0.29
H -3.417 3.060 -2.072 0.37
H -4.597 3.124 -3.388 0.29
H -1.791 -1.852 -3.810 -0.25
H -4.456 -1.946 -3.886 -0.32
H -4.013 -2.797 -0.696 0.43
H -3.295 -3.944 -1.843 0.45
H -0.900 -4.367 -1.956 0.40
H 1.238 -4.279 -0.707 0.37
H 1.506 -2.803 1.243 0.49
H -0.713 -0.173 1.998 0.27
H 0.580 -1.059 2.752 0.35
H -1.144 -1.420 3.105 -0.33
H -2.554 -1.577 0.820 0.60
C -1.864 3.239 -7.421 -0.35
C -0.548 3.043 -7.592 0.16
C 0.248 3.809 -8.614 0.91
O 1.442 3.586 -8.695 -0.64
C -0.447 4.772 -9.452 -1.06
C -1.760 4.965 -9.283 0.38
C -2.551 4.216 -8.243 0.93
O -3.737 4.477 -8.157 -0.65
O -2.471 5.824 -10.006 -0.58
O 0.151 2.169 -6.881 -0.54
H -2.442 2.690 -6.685 0.31
H 0.130 5.307 -10.194 0.41
H -3.384 5.756 -9.665 0.38
H 1.070 2.228 -7.201 0.36
C -5.493 -2.112 6.774 -1.00
C -4.612 -1.603 7.642 0.31
C -3.180 -1.337 7.264 1.03
O -2.457 -0.856 8.119 -0.64
C -2.748 -1.668 5.923 -0.96
C -3.627 -2.181 5.047 0.24
C -5.067 -2.426 5.419 0.97
O -5.805 -2.879 4.567 -0.62
O -3.300 -2.506 3.809 -0.42
O -4.921 -1.292 8.897 -0.58
H -6.524 -2.305 7.036 0.42
H -1.714 -1.487 5.666 0.50
H -4.110 -2.846 3.383 0.35
H -4.099 -0.943 9.292 0.37
C 5.848 -1.631 1.750 -1.14
C 7.118 -1.925 1.448 0.36
C 7.474 -2.959 0.416 1.05
O 8.658 -3.149 0.194 -0.65
C 6.401 -3.668 -0.251 -0.97
C 5.125 -3.379 0.050 0.34
C 4.770 -2.329 1.069 0.97
O 3.589 -2.124 1.271 -0.41
O 4.095 -3.983 -0.519 -0.56
O 8.162 -1.335 2.026 -0.60
H 5.581 -0.887 2.486 0.44
H 6.668 -4.418 -0.981 0.44
H 3.286 -3.583 -0.140 0.22
H 8.951 -1.735 1.615 0.36
C 4.469 2.876 3.291 -1.14
C 3.896 3.812 4.056 0.37
C 2.401 3.946 4.171 1.04
O 1.975 4.818 4.908 -0.64
C 1.568 3.043 3.407 -0.93
C 2.136 2.102 2.633 0.18
C 3.633 1.954 2.539 1.07
O 4.075 1.069 1.832 -0.56
O 1.430 1.250 1.913 -0.42
O 4.587 4.692 4.773 -0.59
H 5.541 2.772 3.204 0.46
H 0.496 3.157 3.484 0.49
H 2.070 0.672 1.451 0.28
H 3.921 5.242 5.227 0.36
```

The value obtained for the gap between HOMO and LUMO is 0.1766 hartree. As for the total charge: -1. Its multiplicity is 1.


DFT (ωB97M-V/def2-TZVPD) results for C30H43F5P2STc as an isolated structure.

```
82
Properties=species:S:1:pos:R:3:mulliken_spin:R:1
Tc 0.334 1.065 -0.103 2.18
C 0.523 0.946 2.780 -0.07
C 1.462 1.211 1.676 -0.26
C -0.187 2.925 1.853 -0.09
C -0.451 1.954 2.843 -0.04
C 1.050 2.569 1.154 0.17
C 0.664 -0.111 3.807 0.01
H 1.618 -0.630 3.716 0.00
H -0.168 -0.838 3.751 -0.01
H 0.644 0.347 4.810 0.00
C -1.527 2.030 3.881 -0.01
H -2.015 1.058 4.102 0.00
H -2.298 2.754 3.598 0.00
H -1.067 2.397 4.819 -0.01
C -0.869 4.240 1.766 -0.02
H -0.495 4.928 2.547 0.00
H -1.969 4.173 1.904 0.00
H -0.718 4.716 0.797 0.00
C 2.043 3.550 0.650 0.00
H 2.624 4.012 1.486 0.00
H 1.521 4.335 0.094 0.01
H 2.711 3.047 -0.039 -0.01
C 2.864 0.697 1.620 0.01
H 3.447 1.095 2.456 0.00
H 3.369 0.991 0.698 -0.01
H 2.891 -0.406 1.577 0.00
C -0.325 -1.098 0.563 0.02
C 0.872 -1.750 0.933 0.07
C 1.849 -2.365 0.063 0.04
C 2.809 -1.451 -0.812 0.03
C 2.313 -0.086 -1.052 -0.17
C 1.143 0.062 -1.800 0.37
C 0.022 -0.994 -1.949 0.13
C -0.929 -1.347 -0.797 -0.02
H 1.423 -3.037 -0.665 0.01
H 2.990 -1.961 -1.782 -0.01
H 2.536 -2.933 0.709 0.00
H -1.275 -2.409 -0.909 0.00
H -1.089 -1.132 1.397 -0.01
H 1.142 -1.674 1.984 0.01
H -1.871 -0.753 -0.843 0.00
H -0.685 -0.468 -2.682 0.11
H 1.221 0.805 -2.649 -0.18
H 0.486 -1.921 -2.330 -0.04
H 3.780 -1.391 -0.301 0.00
H 3.124 0.646 -1.173 0.01
P -0.597 -1.307 -4.321 0.59
P -0.176 2.275 -3.573 -0.01
C -0.340 0.064 -5.491 0.04
C -0.893 1.478 -5.116 -0.01
H -0.848 -0.263 -6.409 0.03
H 0.751 0.149 -5.731 0.01
H -0.660 2.166 -5.944 0.00
H -1.984 1.407 -4.992 0.00
C -0.997 3.898 -3.754 0.00
H -0.488 4.601 -3.081 0.00
H -2.035 3.763 -3.431 0.00
H -0.957 4.259 -4.793 0.00
C 1.504 2.599 -4.219 -0.01
H 1.533 2.887 -5.268 0.00
H 2.106 1.701 -4.095 0.00
H 1.953 3.389 -3.615 0.00
C -2.325 -1.809 -4.314 0.02
H -2.557 -2.423 -3.434 0.00
H -2.582 -2.388 -5.201 0.02
H -2.940 -0.913 -4.274 0.00
C 0.523 -2.584 -4.994 0.04
H 1.438 -2.053 -5.366 -0.01
H 0.101 -3.182 -5.808 0.02
H 0.837 -3.273 -4.202 0.01
F -1.442 -5.460 7.471 0.00
C -1.810 -4.519 6.586 0.01
C -1.864 -3.170 6.953 0.00
F -1.459 -2.822 8.182 0.00
C -2.306 -2.205 6.019 0.01
F -2.534 -0.917 6.411 0.00
C -2.517 -2.538 4.664 -0.01
S -2.914 -1.368 3.507 0.04
C -2.379 -3.900 4.306 0.01
F -2.420 -4.244 3.004 0.00
C -2.121 -4.903 5.256 0.00
F -2.138 -6.194 4.918 0.00
```

The value obtained for the gap between HOMO and LUMO (alpha / beta) is 0.1056 / 0.1020 hartree. As for the total charge: +2. Its multiplicity is 4. Its expectation value of S² is 3.90.


DFT (ωB97M-V/def2-TZVPD) results for C21H22IrN7O2PS2Se2 as an isolated structure.

```
58
Properties=species:S:1:pos:R:3:mulliken_charge:R:1
Ir -0.107 -0.591 0.135 0.86
Se 1.750 -7.923 0.899 0.31
N 0.570 -7.071 -0.123 -0.83
C 0.619 -5.811 0.210 0.89
C -0.233 -4.787 -0.389 0.34
C -1.240 -5.067 -1.312 -0.71
C -2.044 -4.040 -1.754 -0.90
C -1.799 -2.746 -1.311 -0.14
N -0.805 -2.462 -0.476 -0.48
C -0.055 -3.471 0.018 -0.20
C 0.885 -3.120 1.078 0.37
N 0.911 -1.819 1.453 -0.05
C 1.637 -1.462 2.511 0.02
C 2.419 -2.378 3.207 -1.04
C 2.448 -3.692 2.797 -0.54
C 1.651 -4.082 1.720 0.17
C 1.550 -5.463 1.253 0.91
N 2.250 -6.443 1.753 -0.83
H -1.387 -6.089 -1.637 0.55
H -2.863 -4.223 -2.434 0.44
H -2.413 -1.917 -1.632 0.50
H 1.600 -0.419 2.789 0.58
H 2.994 -2.041 4.057 0.43
H 3.051 -4.435 3.302 0.56
C -0.425 5.572 2.054 -1.06
C -1.062 4.203 2.089 -0.34
O -0.115 3.136 1.808 -0.36
P 0.623 2.993 0.416 0.74
S 1.386 1.047 0.606 -0.57
S -0.421 3.487 -1.121 -0.30
O 1.922 3.882 0.616 -0.27
C 3.033 3.797 -0.308 -0.25
C 3.467 5.195 -0.671 -1.30
H -1.172 6.318 2.328 0.42
H -0.056 5.808 1.057 0.27
H 0.407 5.632 2.756 0.27
H -1.881 4.123 1.373 0.32
H -1.432 3.963 3.083 0.34
H 2.730 3.237 -1.196 0.39
H 3.826 3.245 0.197 0.31
H 2.677 5.712 -1.215 0.28
H 4.356 5.153 -1.301 0.40
H 3.708 5.764 0.227 0.31
C -3.543 1.962 -3.353 -0.92
N -2.370 1.248 -2.865 0.20
C -1.245 0.949 -3.590 -0.53
C -0.389 0.332 -2.736 -0.47
N -0.991 0.250 -1.503 0.14
C -2.178 0.819 -1.613 -0.40
H -3.839 1.561 -4.318 0.35
H -3.317 3.022 -3.450 0.34
H -4.356 1.831 -2.645 0.34
H -1.148 1.202 -4.631 0.50
H 0.603 -0.046 -2.920 0.47
H -2.891 0.938 -0.815 0.42
Se -1.840 -0.089 1.712 -0.04
C -2.515 -1.811 1.861 0.28
N -2.938 -2.881 1.950 -0.50
```

The value obtained for the gap between HOMO and LUMO is 0.2434 hartree. As for the total charge: +1. Its multiplicity is 1.


Listing total energy for the structures above in their given order: -266.65242, -1690.87168, -2140.38432, -584.43052, -335.65387, -7946.05773, -2828.99685, -7392.11103 Eh.